Record 1
132
Properties=species:S:1:pos:R:3:mulliken_charge:R:1 method="wB97M-V/def2-TZVPD" homo_energy_ev=-11.6 charge=+1 total_energy_ev=-261671.957 gap_ev=7.08
C 4.046 -5.771 1.979 -0.88
C 4.282 -4.164 1.577 0.24
O 3.086 -3.764 0.820 -0.30
C 3.347 -2.639 -0.090 -0.28
C 2.300 -1.377 0.240 0.53
N 1.732 -1.625 1.639 0.82
C 0.436 -2.374 2.010 0.09
C -0.627 -3.082 0.972 0.14
Br -1.441 -2.198 -0.647 -0.04
C -1.014 -4.520 1.255 0.07
C -0.404 -5.399 2.513 -0.61
Br -2.336 -5.484 0.057 -0.10
N 0.370 -2.356 3.548 -0.31
C 1.635 -1.608 3.911 0.12
N 1.807 -1.481 5.275 -0.31
N 2.472 -1.149 2.737 -0.28
S 3.989 -0.285 2.810 -0.03
H 4.510 -6.455 1.150 0.25
H 4.436 -5.973 3.064 0.22
H 2.867 -5.949 1.966 0.20
H 4.398 -3.612 2.624 -0.15
H 5.297 -4.064 0.969 0.27
H 4.447 -2.241 -0.089 0.33
H 3.023 -3.012 -1.177 0.21
H 1.419 -1.318 -0.561 -0.07
H 2.852 -0.323 0.151 -0.50
H 0.753 -5.188 2.681 0.03
H -0.978 -5.009 3.483 0.26
H -0.515 -6.563 2.372 0.38
H 1.171 -0.787 5.769 0.25
H 2.500 -2.061 5.828 0.24
H 4.912 -1.132 3.443 0.15
C 7.883 -1.000 2.933 -0.32
C 9.140 -1.426 2.247 -0.31
O 9.013 -2.833 2.177 -0.28
C 7.679 -3.114 2.241 0.43
O 7.196 -4.216 2.039 -0.56
O 6.955 -2.002 2.560 -0.08
H 7.542 -0.015 2.604 0.38
H 7.981 -0.997 4.023 0.29
H 9.218 -1.026 1.230 0.23
H 10.036 -1.145 2.809 0.23
C 9.124 -7.488 3.335 -0.32
C 7.759 -7.034 3.740 0.21
O 7.601 -7.591 5.031 -0.33
C 8.855 -7.798 5.530 0.59
O 9.094 -8.109 6.685 -0.55
O 9.806 -7.611 4.569 -0.31
H 9.627 -6.767 2.684 0.26
H 9.110 -8.465 2.840 0.28
H 7.686 -5.944 3.813 -0.04
H 6.981 -7.398 3.063 0.20
C 3.126 3.367 -1.922 -0.32
C 3.218 1.927 -1.535 0.06
O 4.609 1.719 -1.381 -0.28
C 5.166 2.938 -1.120 0.65
O 6.322 3.106 -0.767 -0.56
O 4.261 3.944 -1.304 -0.33
H 2.208 3.838 -1.562 0.33
H 3.201 3.515 -3.005 0.28
H 2.722 1.718 -0.581 0.13
H 2.809 1.263 -2.301 0.17
C -2.219 0.064 4.241 0.18
C -3.302 -0.952 4.077 -0.26
O -4.455 -0.164 3.847 -0.32
C -4.025 1.034 3.354 0.64
O -4.758 1.890 2.888 -0.55
O -2.668 1.149 3.451 -0.33
H -1.250 -0.299 3.886 -0.19
H -2.115 0.401 5.278 0.30
H -3.138 -1.602 3.211 0.20
H -3.428 -1.573 4.968 0.33
C -7.136 3.014 0.220 -0.15
C -7.574 1.620 0.534 -0.22
O -8.599 1.380 -0.412 -0.34
C -8.375 2.224 -1.462 0.67
O -8.967 2.170 -2.527 -0.60
O -7.404 3.135 -1.164 -0.32
H -6.074 3.173 0.425 0.30
H -7.720 3.767 0.761 0.11
H -6.774 0.887 0.383 0.20
H -7.956 1.523 1.554 0.31
C -10.566 0.237 -4.782 -0.04
C -9.732 -0.137 -5.964 -0.33
O -10.673 -0.692 -6.864 -0.32
C -11.893 -0.176 -6.531 0.65
O -12.902 -0.306 -7.202 -0.55
O -11.834 0.507 -5.350 -0.30
H -10.179 1.117 -4.261 0.16
H -10.668 -0.585 -4.065 0.20
H -9.262 0.732 -6.436 0.28
H -8.958 -0.868 -5.713 0.29
C -9.843 6.245 -1.792 0.30
C -11.207 6.699 -1.387 -0.33
O -11.365 6.142 -0.096 -0.35
C -10.112 5.935 0.403 0.71
O -9.873 5.624 1.558 -0.59
O -9.161 6.122 -0.558 -0.33
H -9.340 6.966 -2.443 -0.13
H -9.857 5.268 -2.287 0.16
H -11.281 7.789 -1.314 0.25
H -11.985 6.335 -2.064 0.34
C -8.350 9.358 -5.772 -0.31
C -7.357 10.329 -5.219 -0.34
O -7.703 10.403 -3.849 -0.33
C -8.356 9.244 -3.542 0.66
O -8.647 8.897 -2.409 -0.56
O -8.640 8.524 -4.666 -0.27
H -7.943 8.774 -6.602 0.28
H -9.274 9.846 -6.100 0.27
H -6.327 9.968 -5.305 0.26
H -7.430 11.312 -5.691 0.29
C 13.398 -0.174 2.180 -0.29
C 14.232 -0.548 0.998 -0.36
O 13.291 -1.102 0.098 -0.31
C 12.072 -0.586 0.431 0.70
O 11.062 -0.717 -0.240 -0.56
O 12.131 0.096 1.612 -0.29
H 13.785 0.707 2.701 0.31
H 13.297 -0.995 2.897 0.26
H 14.702 0.322 0.526 0.27
H 15.006 -1.278 1.249 0.30
C -0.607 -1.542 -5.500 -0.40
C -1.396 -1.163 -4.289 -0.30
O -0.404 -0.740 -3.373 -0.18
C 0.679 -0.357 -4.111 0.49
O 1.653 0.220 -3.656 -0.56
O 0.530 -0.703 -5.423 -0.30
H -1.157 -1.365 -6.428 0.30
H -0.278 -2.586 -5.475 0.28
H -2.080 -0.330 -4.479 0.29
H -1.965 -2.004 -3.883 0.30

=====

Record 2
120
Properties=species:S:1:pos:R:3:mulliken_charge:R:1 method="wB97M-V/def2-TZVPD" homo_energy_ev=-6.7 charge=-1 total_energy_ev=-88959.332 de_lowest_kj_mol=488.12 gap_ev=6.93
N 0.015 0.347 -0.669 0.56
O 0.739 1.079 0.231 -0.67
O -0.882 0.898 -1.243 -0.53
O 0.469 -0.751 -0.907 -0.23
C -2.725 -2.217 1.430 0.59
C -3.305 -2.750 2.787 -0.88
C -4.738 -2.123 3.182 -0.61
C -5.208 -0.874 2.323 -0.21
C -4.531 -0.334 1.173 0.02
C -3.345 -1.322 0.641 -0.08
N -6.252 -0.122 2.928 0.99
O -6.711 -0.600 4.054 -0.62
O -6.666 0.850 2.342 -0.57
H -1.741 -2.788 1.050 -0.09
H -2.616 -3.362 3.216 0.66
H -5.203 -2.335 4.148 0.41
H -5.075 0.513 0.510 0.31
H -2.895 -0.870 -0.341 0.03
C 3.739 2.754 0.221 -0.33
C 4.328 3.611 -1.018 -1.01
C 5.644 4.402 -0.731 -0.50
C 6.157 4.476 0.722 0.47
C 5.514 3.553 1.791 -0.72
C 4.339 2.728 1.396 -0.45
N 7.178 5.476 1.040 0.81
O 6.939 6.267 1.972 -0.53
O 8.044 5.716 0.250 -0.55
H 2.749 2.207 0.070 0.34
H 3.974 3.638 -1.919 0.91
H 6.266 5.082 -1.376 0.33
H 5.885 3.701 2.760 0.42
H 3.849 2.265 2.087 0.81
C 1.930 -2.136 4.207 -0.46
C 1.397 -1.305 2.943 -1.24
C 0.068 -0.652 3.060 0.33
C -0.826 -0.792 4.286 -0.17
C -0.354 -1.809 5.420 -0.54
C 1.137 -2.328 5.331 -0.61
N -2.092 -0.056 4.624 0.92
O -2.513 0.776 3.753 -0.47
O -2.767 -0.356 5.536 -0.60
H 3.018 -2.364 4.230 0.35
H 1.990 -1.274 2.143 1.17
H -0.364 -0.059 2.260 0.57
H -1.046 -1.783 6.378 0.34
H 1.402 -3.102 6.058 0.35
C 5.127 -2.692 -3.756 -0.72
C 4.041 -2.232 -2.757 -0.32
C 3.721 -0.690 -2.716 0.09
C 4.085 0.124 -3.839 -0.15
C 5.043 -0.452 -4.882 -0.32
C 5.670 -1.771 -4.785 -0.55
N 3.317 1.401 -4.101 0.93
O 2.475 1.851 -3.260 -0.49
O 3.392 1.978 -5.180 -0.57
H 5.454 -3.638 -3.807 0.54
H 3.660 -3.135 -2.196 0.36
H 3.118 -0.286 -1.908 0.47
H 5.373 0.275 -5.672 0.34
H 6.532 -2.188 -5.367 0.33
C 2.886 -5.837 1.037 -0.12
O 3.872 -6.421 1.458 -0.61
N 2.958 -4.559 0.680 0.28
C 1.752 -3.873 0.147 -0.69
C 4.238 -3.728 0.526 -0.99
H 2.065 -6.460 0.964 0.50
H 1.877 -2.654 0.174 -0.06
H 0.736 -3.830 0.727 0.39
H 1.391 -4.436 -0.779 0.29
H 5.080 -4.163 -0.146 0.25
H 4.539 -3.622 1.573 0.39
H 4.113 -2.649 0.384 0.40
C -4.733 0.845 -4.910 0.23
O -5.331 1.125 -5.966 -0.61
N -4.724 -0.413 -4.316 0.27
C -4.047 -0.660 -3.074 -1.35
C -5.452 -1.559 -4.735 -1.10
H -4.189 1.750 -4.317 0.21
H -3.674 -1.633 -3.051 0.72
H -4.803 -0.100 -2.234 0.17
H -2.996 -0.160 -2.931 0.36
H -5.982 -2.358 -4.029 0.27
H -5.039 -2.204 -5.457 0.42
H -6.396 -1.465 -5.195 0.44
C 1.593 5.060 2.227 0.12
O 2.183 6.179 2.181 -0.69
N 1.330 4.497 3.393 0.16
C 0.605 3.174 3.558 -0.93
C 1.577 5.327 4.722 -1.00
H 1.316 4.706 1.153 0.39
H 1.074 2.696 4.462 0.28
H 0.613 2.225 2.642 0.13
H -0.408 3.511 3.866 0.46
H 0.938 6.290 4.633 0.28
H 2.445 5.608 4.652 0.51
H 1.517 4.646 5.687 0.24
C -4.210 3.058 -1.006 -0.21
O -5.006 3.094 -2.031 -0.69
N -4.551 3.329 0.242 0.30
C -3.792 3.058 1.443 -1.18
C -5.888 3.821 0.592 -0.73
H -3.205 2.728 -1.117 0.67
H -3.090 3.609 1.839 0.76
H -3.219 2.120 1.407 0.05
H -4.522 2.713 2.307 0.23
H -6.362 4.724 -0.027 0.28
H -6.123 4.003 1.751 0.29
H -6.647 3.164 0.120 0.29
C -1.938 -3.036 -4.790 -0.88
O -2.129 -3.511 -5.982 -0.68
N -1.135 -3.668 -3.896 0.34
C -0.809 -2.882 -2.671 -1.73
C -0.563 -4.989 -4.097 -1.13
H -2.204 -2.188 -4.617 1.17
H 0.205 -3.129 -2.287 0.34
H -1.262 -3.176 -1.857 0.84
H -0.927 -1.878 -2.770 0.57
H 0.268 -5.063 -4.732 0.32
H -1.409 -5.779 -4.473 0.28
H -0.332 -5.392 -3.182 0.53

=====

Record 3
116
Properties=species:S:1:pos:R:3:mulliken_charge:R:1 method="wB97M-V/def2-TZVPD" homo_energy_ev=-8.7 total_energy_ev=-81350.407 de_lowest_kj_mol=164.86 gap_ev=7.96 smiles="O=[N+]([O-])c1ccccc1.O=[N+]([O-])c1ccccc1.O=[N+]([O-])c1ccccc1.O=[N+]([O-])c1ccccc1.CN(C)C=O.CN(C)C=O.CN(C)C=O.CN(C)C=O.CN(C)C=O"
C 1.609 0.876 0.427 0.22
O 2.528 0.928 -0.398 -0.71
N 0.433 0.396 -0.011 0.46
C -0.753 0.222 0.815 -0.88
C 0.104 -0.030 -1.370 -1.08
H 1.554 1.155 1.487 0.35
H -0.673 0.319 1.894 0.37
H -1.075 -0.817 0.683 0.32
H -1.577 0.797 0.394 0.04
H 0.241 -1.111 -1.208 0.46
H -0.950 0.113 -1.577 0.01
H 0.856 0.197 -2.118 0.45
C 0.514 -3.696 3.042 0.90
O 0.073 -4.657 3.640 -0.67
N 1.687 -3.094 3.358 0.09
C 2.201 -1.871 2.758 -0.35
C 2.746 -3.925 3.996 -0.95
H 0.048 -3.112 2.229 -0.30
H 1.438 -1.277 2.248 -0.28
H 2.913 -2.065 1.953 0.43
H 2.545 -1.262 3.591 0.30
H 3.321 -3.248 4.626 0.28
H 2.385 -4.806 4.504 0.29
H 3.380 -4.164 3.136 0.36
C 4.830 -1.351 -0.749 0.49
O 4.715 -1.782 0.393 -0.72
N 5.647 -1.892 -1.660 0.10
C 5.400 -1.666 -3.078 -0.95
C 6.724 -2.790 -1.358 -0.98
H 4.105 -0.639 -1.162 0.11
H 4.857 -0.761 -3.351 0.30
H 4.857 -2.510 -3.506 0.34
H 6.370 -1.521 -3.560 0.30
H 7.583 -2.570 -1.996 0.32
H 7.049 -2.768 -0.322 0.31
H 6.478 -3.829 -1.606 0.34
C -4.072 -2.422 2.782 0.06
O -3.102 -2.093 2.136 -0.53
N -5.361 -2.099 2.433 0.15
C -5.739 -1.579 1.117 -0.66
C -6.437 -2.723 3.203 -0.88
H -4.055 -2.932 3.759 0.32
H -6.099 -2.331 0.423 0.28
H -4.876 -1.034 0.728 -0.05
H -6.382 -0.740 1.399 0.44
H -7.012 -3.452 2.615 0.31
H -5.971 -3.355 3.955 0.32
H -7.169 -1.965 3.487 0.28
C -0.155 -2.581 -6.474 0.06
O 0.894 -3.147 -6.293 -0.55
N -1.048 -2.207 -5.505 0.14
C -2.245 -1.506 -5.952 -1.00
C -0.669 -2.097 -4.118 -0.64
H -0.517 -2.297 -7.477 0.28
H -2.018 -0.445 -6.122 0.38
H -3.090 -1.570 -5.273 0.31
H -2.545 -1.823 -6.951 0.34
H -1.012 -2.912 -3.482 0.16
H 0.415 -1.987 -4.050 0.39
H -1.013 -1.158 -3.677 0.10
C 1.007 4.887 7.429 -0.26
C 1.662 5.512 6.374 -0.68
C 1.523 4.923 5.116 -0.01
C 0.651 3.917 4.869 -0.01
C -0.072 3.354 5.933 -0.16
C 0.110 3.809 7.209 -0.66
N 0.463 3.434 3.487 0.98
O 1.125 3.937 2.602 -0.57
O -0.298 2.504 3.332 -0.55
H 1.073 5.241 8.450 0.35
H 2.222 6.421 6.526 0.39
H 2.073 5.358 4.288 0.39
H -0.895 2.699 5.670 0.42
H -0.376 3.531 8.133 0.35
C 3.944 5.219 0.002 -0.38
C 3.317 4.289 -0.827 -0.42
C 3.705 4.223 -2.146 -0.28
C 4.717 5.064 -2.628 0.11
C 5.394 5.918 -1.764 -0.29
C 5.068 5.932 -0.416 -0.57
N 5.077 5.064 -4.057 0.97
O 5.803 5.967 -4.417 -0.59
O 4.606 4.191 -4.748 -0.60
H 3.582 5.324 1.017 0.45
H 2.515 3.681 -0.439 0.35
H 3.418 3.435 -2.832 0.48
H 6.320 6.393 -2.056 0.39
H 5.568 6.605 0.265 0.37
C -2.791 -7.081 0.057 -0.46
C -3.518 -6.823 -1.121 -0.31
C -3.634 -5.519 -1.569 -0.63
C -3.127 -4.521 -0.767 -0.26
C -2.280 -4.783 0.299 0.30
C -2.067 -6.085 0.705 -0.55
N -3.256 -3.102 -1.206 1.08
O -4.202 -2.852 -1.938 -0.65
O -2.424 -2.315 -0.831 -0.27
H -2.695 -8.136 0.284 0.34
H -3.879 -7.686 -1.659 0.40
H -4.256 -5.355 -2.439 0.42
H -1.744 -3.958 0.751 0.12
H -1.297 -6.315 1.428 0.43
C -2.711 4.928 -3.144 -0.59
C -2.197 3.639 -2.997 -0.54
C -2.620 2.797 -1.986 0.33
C -3.590 3.249 -1.117 -0.14
C -4.099 4.527 -1.194 -0.58
C -3.716 5.359 -2.249 -0.39
N -4.081 2.284 -0.130 0.97
O -3.737 1.120 -0.200 -0.40
O -4.964 2.653 0.627 -0.64
H -2.446 5.485 -4.031 0.39
H -1.498 3.355 -3.773 0.39
H -2.365 1.750 -2.063 0.37
H -4.827 4.896 -0.486 0.46
H -4.167 6.324 -2.426 0.39

=====

Record 4
103
Properties=species:S:1:pos:R:3:mulliken_charge:R:1 method="wB97M-V/def2-TZVPD" homo_energy_ev=-10.0 charge=+1 total_energy_ev=-65176.102 gap_ev=6.72
C -9.326 -3.874 4.726 -0.32
C -8.228 -4.174 4.044 -0.26
C -6.804 -4.678 3.427 -0.49
C -6.114 -3.480 2.591 0.00
C -5.875 -2.157 3.090 0.38
F -6.238 -1.855 4.447 -0.27
C -5.217 -0.948 2.208 0.67
O -5.392 0.228 2.666 -0.58
C -4.398 -1.368 0.905 0.14
C -4.632 -2.855 0.367 -0.24
C -3.829 -3.368 -0.877 -1.27
C -2.759 -2.485 -1.700 0.22
C -2.031 -3.253 -2.892 -0.48
C -1.642 -2.433 -4.212 -0.72
C -0.008 -2.231 -4.173 0.11
C 0.789 -3.654 -4.403 -0.65
C 1.572 -4.052 -3.014 -0.62
C 3.036 -3.308 -2.902 -0.02
C 3.965 -3.921 -1.731 -0.65
C 4.051 -3.036 -0.385 -0.87
C 4.490 -1.497 -0.601 0.28
C 6.081 -1.321 -0.978 -0.49
C 6.326 0.289 -1.091 -0.41
C 7.217 0.739 -2.362 -0.75
C 6.778 0.093 -3.777 -0.91
C 5.187 -0.076 -3.991 0.59
C 4.313 1.242 -3.602 -0.48
C -2.561 -1.013 -1.182 0.60
P -1.344 0.142 -2.062 0.32
C -2.419 1.595 -2.752 -1.15
C -0.020 0.837 -0.847 -0.11
C 1.002 1.698 -1.806 -0.95
C -3.377 -0.472 0.103 0.12
C -3.157 1.037 0.682 -0.58
C -2.177 0.851 1.982 0.47
O -2.403 1.471 3.061 -0.53
F -1.035 -0.054 1.954 -0.24
C -5.671 -3.856 1.068 0.40
O -6.073 -4.897 0.447 -0.59
H -10.300 -3.934 5.322 0.36
H -7.083 -5.592 2.757 0.28
H -6.159 -5.050 4.302 0.34
H -4.021 -4.471 -1.199 0.28
H -1.121 -3.821 -2.429 0.19
H -2.754 -4.109 -3.230 0.31
H -2.164 -1.406 -4.295 0.20
H -1.859 -2.987 -5.208 0.41
H 0.334 -1.888 -3.109 -0.31
H 0.356 -1.426 -4.908 0.41
H 1.556 -3.565 -5.279 0.36
H 0.017 -4.495 -4.594 0.28
H 1.001 -3.715 -2.068 0.15
H 1.758 -5.184 -2.936 0.44
H 2.920 -2.167 -2.805 -0.16
H 3.566 -3.518 -3.910 0.30
H 3.655 -4.996 -1.400 0.35
H 5.052 -4.026 -2.143 0.31
H 3.079 -3.066 0.244 0.29
H 4.876 -3.518 0.292 0.31
H 4.385 -0.979 0.444 0.35
H 3.814 -0.893 -1.314 -0.50
H 6.755 -1.678 -0.095 0.40
H 6.381 -1.902 -1.925 0.18
H 6.897 0.653 -0.138 0.41
H 5.301 0.831 -1.053 0.10
H 7.142 1.895 -2.481 0.32
H 8.344 0.505 -2.210 0.33
H 7.276 -0.949 -3.890 0.33
H 7.195 0.731 -4.657 0.32
H 4.956 -0.301 -5.106 0.53
H 4.797 -1.008 -3.405 -0.67
H 4.950 2.085 -3.141 0.24
H 3.553 0.888 -2.791 -0.32
H 3.743 1.692 -4.505 0.32
H -2.643 1.475 -3.875 0.34
H -3.425 1.610 -2.155 0.31
H -1.926 2.631 -2.541 0.36
H -0.448 1.566 -0.071 0.17
H 0.542 -0.067 -0.410 0.26
H 1.317 1.059 -2.729 0.18
H 1.894 2.137 -1.230 0.34
H 0.398 2.595 -2.250 0.24
H -2.588 1.726 -0.039 0.31
H -4.134 1.567 0.965 0.41
C -3.149 4.252 5.205 -1.08
C -1.650 4.187 4.975 -0.48
N -0.995 5.434 5.382 0.24
C -0.737 5.821 6.684 -0.35
C -0.138 7.042 6.618 -0.35
N -0.033 7.364 5.280 0.07
C -0.554 6.376 4.544 -0.09
C 0.551 8.584 4.731 -0.80
H -3.593 5.073 4.634 0.34
H -3.625 3.318 4.898 0.35
H -3.375 4.422 6.261 0.37
H -1.436 4.010 3.917 0.24
H -1.209 3.366 5.546 0.30
H -1.025 5.175 7.495 0.45
H 0.231 7.730 7.360 0.43
H -0.610 6.348 3.464 0.39
H -0.208 9.109 4.147 0.34
H 1.394 8.319 4.091 0.34
H 0.897 9.231 5.538 0.28